Record 1
9
Properties=species:S:1:pos:R:3 method="wB97M-V/def2-TZVPD" smiles="C=P(=S)Cl.O" homo_lumo_gap_ev=8.65
C 0.025 1.129 -0.672
O -2.022 -1.069 1.031
P 1.277 -0.016 -0.483
S 1.834 -1.762 -1.155
Cl 2.409 0.855 0.990
H -1.727 -0.874 0.105
H -0.044 1.692 0.168
H -0.558 1.074 -1.520
H -1.195 -1.029 1.536

=====

Record 2
54
Properties=species:S:1:pos:R:3 method="wB97M-V/def2-TZVPD" total_charge=+4 homo_lumo_gap_ev="3.53 / 3.52"
Pt 0.514 -1.175 -0.389
I 1.694 -2.471 2.005
C 2.266 -4.129 0.763
I 1.605 -3.775 -1.259
H 1.793 -5.037 1.135
H 3.351 -4.233 0.771
C 0.059 2.885 2.513
N -0.640 2.879 1.256
C -1.499 4.011 1.022
C -0.501 1.855 0.371
N 0.043 0.717 0.701
N -0.972 2.087 -0.897
C -1.045 1.245 -1.996
N -1.675 1.767 -3.049
N -0.521 0.056 -2.000
H 0.321 3.913 2.773
H 0.977 2.300 2.477
H -0.579 2.516 3.324
H -1.762 4.454 1.984
H -2.428 3.734 0.521
H -0.990 4.800 0.453
H 0.302 0.634 1.680
H -1.316 3.026 -1.068
H -2.086 2.689 -3.060
H -1.791 1.245 -3.906
H -0.675 -0.461 -2.859
Se 2.613 -0.658 -3.224
N 2.573 -0.325 -1.437
C 3.646 0.375 -1.104
C 4.039 0.837 0.177
C 5.133 1.663 0.313
C 5.940 1.982 -0.796
C 5.604 1.551 -2.068
C 4.497 0.704 -2.245
N 4.062 0.210 -3.387
H 3.520 0.457 1.047
H 5.421 2.021 1.292
H 6.847 2.553 -0.638
H 6.141 1.893 -2.945
N -5.380 -2.285 2.722
C -4.429 -1.595 2.130
O -4.102 -0.445 2.362
C -3.626 -2.293 1.027
C -4.111 -3.299 0.202
C -3.281 -3.768 -0.810
C -2.024 -3.205 -0.970
N -1.569 -2.248 -0.166
C -2.345 -1.791 0.805
H -5.930 -1.825 3.441
H -5.602 -3.250 2.522
H -5.108 -3.706 0.303
H -3.616 -4.547 -1.480
H -1.389 -3.538 -1.781
H -1.969 -1.001 1.442

=====

Record 3
11
Properties=species:S:1:pos:R:3 method="wB97M-V/def2-TZVPD" homo_lumo_gap_ev="8.61 / 8.60"
O 1.371 -1.473 -0.198
C 0.921 -0.507 -0.823
C 0.369 0.351 0.286
C -0.079 0.282 1.659
O 1.043 1.084 1.134
C -1.339 0.272 -1.194
O -0.618 -0.632 -1.642
H 1.416 -0.016 -1.687
H -0.964 0.881 1.843
H 0.203 -0.487 2.373
H -2.323 0.246 -1.752

=====

Record 4
91
Properties=species:S:1:pos:R:3 method="wB97M-V/def2-TZVPD" total_charge=+1 s2=6.037 homo_lumo_gap_ev="7.74 / 6.22" multiplicity=5
Ru -0.912 -1.096 0.519
I -2.580 1.015 0.975
C -4.062 0.061 -0.138
C -5.171 0.734 -0.548
C -6.212 0.002 -1.164
C -6.117 -1.354 -1.272
C -4.974 -2.056 -0.812
C -4.922 -3.470 -0.823
C -3.844 -4.125 -0.303
C -2.720 -3.405 0.156
C -2.688 -2.029 0.128
C -3.873 -1.335 -0.282
H -5.273 1.799 -0.389
H -7.094 0.523 -1.510
H -6.933 -1.924 -1.698
H -5.767 -4.019 -1.219
H -3.828 -5.206 -0.269
H -1.863 -3.956 0.510
O 2.120 -0.826 0.034
S 1.773 0.015 -1.079
O 2.052 -0.523 -2.386
O 0.349 0.519 -0.979
C 2.693 1.517 -0.898
C 4.066 1.482 -1.094
C 4.812 2.628 -0.871
C 4.192 3.799 -0.449
C 2.822 3.832 -0.257
C 2.059 2.686 -0.494
P 0.278 2.750 -0.304
C -0.096 3.945 0.980
C 0.020 3.487 2.295
C -0.222 4.356 3.347
C -0.583 5.672 3.089
C -0.706 6.125 1.781
C -0.469 5.265 0.721
C -0.513 3.209 -1.828
C 0.130 2.983 -3.046
C -0.520 3.282 -4.230
C -1.811 3.794 -4.205
C -2.458 4.008 -2.995
C -1.817 3.711 -1.805
H 4.537 0.562 -1.413
H 5.883 2.607 -1.020
H 4.781 4.688 -0.269
H 2.342 4.745 0.072
H 0.287 2.450 2.485
H -0.134 4.006 4.367
H -0.774 6.348 3.912
H -0.984 7.152 1.587
H -0.561 5.619 -0.298
H 1.132 2.574 -3.066
H -0.021 3.114 -5.174
H -2.315 4.027 -5.134
H -3.464 4.407 -2.980
H -2.323 3.872 -0.862
Br 3.242 -0.066 8.162
C 2.314 -0.291 6.534
C 1.447 -1.364 6.390
C 0.772 -1.526 5.192
C 0.957 -0.619 4.155
C 1.834 0.449 4.315
C 2.519 0.618 5.506
C 0.225 -0.802 2.877
O 0.231 0.132 2.009
O -0.393 -1.867 2.635
H 1.304 -2.060 7.204
H 0.091 -2.354 5.049
H 1.995 1.133 3.493
H 3.210 1.439 5.638
C 1.946 -5.493 0.229
C 2.389 -4.284 -0.587
N 1.441 -3.928 -1.645
C 1.736 -4.458 -2.981
C 2.795 -3.661 -3.726
C 0.406 -3.127 -1.395
C -0.458 -2.671 -2.531
N 0.098 -2.749 -0.176
H 2.683 -5.713 1.001
H 1.849 -6.373 -0.408
H 0.985 -5.330 0.717
H 3.336 -4.503 -1.078
H 2.562 -3.403 0.035
H 0.813 -4.514 -3.552
H 2.071 -5.487 -2.837
H 2.476 -2.637 -3.898
H 3.008 -4.139 -4.683
H 3.724 -3.622 -3.156
H 0.146 -2.299 -3.354
H -1.120 -1.879 -2.190
H -1.078 -3.499 -2.880
H 0.720 -3.098 0.543

=====

Record 5
83
Properties=species:S:1:pos:R:3 method="wB97M-V/def2-TZVPD" total_charge=+2 homo_lumo_gap_ev=7.29
Pt 0.051 -0.356 -0.275
N 2.850 2.850 -1.193
C 2.255 1.763 -0.679
S 0.510 1.889 -0.399
N 2.952 0.718 -0.365
N 2.152 -0.232 0.234
C 2.592 -0.825 1.287
C 3.975 -0.721 1.793
C 5.052 -0.959 0.941
C 6.346 -0.871 1.421
C 6.575 -0.517 2.745
C 5.507 -0.255 3.591
C 4.208 -0.369 3.123
C 1.530 -1.437 2.116
C 1.793 -2.310 3.158
C 0.764 -2.657 4.025
C -0.493 -2.117 3.823
C -0.697 -1.301 2.722
N 0.280 -0.974 1.884
H 2.331 3.695 -1.353
H 3.855 2.914 -1.142
H 4.873 -1.199 -0.098
H 7.180 -1.062 0.759
H 7.588 -0.441 3.116
H 5.685 0.037 4.617
H 3.379 -0.153 3.786
H 2.799 -2.680 3.305
H 0.954 -3.318 4.859
H -1.315 -2.330 4.492
H -1.678 -0.899 2.506
C -1.054 2.637 -3.334
C 0.028 1.931 -4.109
C 0.523 2.593 -5.229
C 1.438 2.018 -6.095
C 1.864 0.720 -5.878
C 1.402 0.037 -4.769
C 0.525 0.629 -3.850
P -0.173 -0.465 -2.588
C 0.429 -2.167 -2.930
C -0.526 -3.102 -3.342
C -0.170 -4.409 -3.629
C 1.147 -4.812 -3.460
C 2.095 -3.896 -3.040
C 1.775 -2.558 -2.808
C 2.922 -1.613 -2.573
C -1.943 -0.436 -2.809
C -2.546 -0.563 -4.062
C -3.922 -0.661 -4.133
C -4.680 -0.618 -2.962
C -4.074 -0.448 -1.729
C -2.688 -0.340 -1.644
C -1.998 0.012 -0.358
H -1.316 3.563 -3.840
H -0.750 2.886 -2.323
H -1.959 2.034 -3.266
H 0.156 3.589 -5.438
H 1.786 2.573 -6.956
H 2.540 0.235 -6.568
H 1.704 -0.988 -4.642
H -1.564 -2.814 -3.437
H -0.923 -5.103 -3.977
H 1.443 -5.830 -3.681
H 3.131 -4.202 -2.942
H 3.662 -2.065 -1.910
H 2.630 -0.655 -2.159
H 3.430 -1.409 -3.516
H -1.942 -0.607 -4.961
H -4.410 -0.776 -5.090
H -5.756 -0.706 -3.021
H -4.677 -0.390 -0.831
H -2.470 -0.477 0.495
H -2.113 1.088 -0.199
S -1.211 -2.624 -0.063
C -0.341 -4.069 -0.170
N 0.964 -4.200 -0.083
C 1.513 -5.553 -0.036
C 0.409 -6.481 -0.552
S -1.160 -5.570 -0.392
H 1.534 -3.388 0.105
H 1.797 -5.799 0.989
H 2.399 -5.611 -0.666
H 0.348 -7.396 0.031
H 0.551 -6.740 -1.599

=====

Record 6
28
Properties=species:S:1:pos:R:3 method="wB97M-V/def2-TZVPD" total_charge=+1 s2=20.013 homo_lumo_gap_ev="7.18 / 7.18" multiplicity=9
C 3.406 1.368 -0.298
O 2.063 1.337 -0.646
H 3.872 2.292 -0.690
H 3.579 1.359 0.795
H 3.906 0.458 -0.686
C -1.445 2.063 -2.200
O -0.848 0.969 -1.639
C -0.714 -0.221 -2.425
C 0.368 -1.091 -1.793
O 0.088 -1.126 -0.177
C -0.836 -1.949 0.519
C -0.814 -1.491 1.960
O -0.951 -0.070 1.981
C -1.014 0.493 3.288
H -2.479 1.904 -2.504
H -0.958 2.996 -1.921
H -0.449 0.043 -3.457
H -1.695 -0.716 -2.410
H 1.212 -0.867 -2.455
H 0.592 -2.158 -1.958
H -0.521 -3.001 0.453
H -1.845 -1.860 0.087
H 0.156 -1.740 2.420
H -1.635 -1.951 2.528
H -1.036 1.581 3.183
H -1.925 0.151 3.796
H -0.138 0.190 3.880
Eu 0.059 1.035 0.368

=====

Record 7
18
Properties=species:S:1:pos:R:3 method="wB97M-V/def2-TZVPD" smiles="CC[C@@H](C)NC=O" homo_lumo_gap_ev=10.59
C -0.879 2.026 -0.510
C 0.203 0.986 -0.786
C -0.055 -0.371 -0.098
C 0.073 -1.542 -1.073
N 0.821 -0.536 1.056
C 0.380 -0.991 2.257
O -0.776 -1.257 2.523
H -1.850 1.678 -0.879
H -0.979 2.217 0.564
H -0.651 2.975 -1.006
H 0.289 0.834 -1.869
H 1.175 1.375 -0.456
H -1.064 -0.386 0.328
H -0.741 -1.512 -1.806
H 1.020 -1.495 -1.626
H 0.023 -2.499 -0.545
H 1.815 -0.416 0.929
H 1.198 -1.086 2.997

=====

Record 8
26
Properties=species:S:1:pos:R:3 method="wB97M-V/def2-TZVPD" smiles=Cc1ccccc1.CCC homo_lumo_gap_ev=10.08
C 1.417 -1.262 2.395
C 1.338 -0.373 0.052
C 1.084 -1.426 0.939
C 0.866 -0.366 -1.253
C 0.368 -2.531 0.509
C 0.153 -1.493 -1.688
C -0.050 -2.539 -0.823
H 1.965 0.451 0.380
H 1.344 0.378 -1.871
H 1.608 -0.251 2.729
H 2.277 -1.867 2.696
H 0.135 -3.349 1.181
H -0.220 -1.602 -2.694
H -0.713 -3.350 -1.087
H 0.597 -1.623 3.009
C -1.780 2.628 0.314
C -1.980 2.042 -1.114
C -0.709 3.688 0.328
H -1.519 1.773 0.944
H -2.727 2.975 0.711
H -3.049 1.912 -1.239
H -1.581 2.735 -1.839
H 0.289 3.311 0.111
H -0.698 4.325 1.204
H -1.404 1.121 -1.210
H -0.874 4.360 -0.514

=====

Record 9
19
Properties=species:S:1:pos:R:3 method="wB97M-V/def2-TZVPD" smiles=CCC.CC homo_lumo_gap_ev=12.29
C 0.329 1.645 3.034
C -0.761 1.586 1.920
H 0.054 1.263 4.059
H 1.059 0.803 2.604
H 1.093 2.438 2.846
H -0.283 1.369 1.008
H -1.333 2.452 1.819
H -1.385 0.653 1.969
C 0.158 -1.006 -1.006
C -0.124 0.088 -2.022
C 0.387 -2.312 -1.950
H 1.054 -0.828 -0.326
H -0.805 -1.095 -0.359
H -1.024 -0.292 -2.622
H 0.746 0.182 -2.680
H -0.478 -2.898 -1.899
H 0.659 -2.045 -2.996
H -0.460 1.039 -1.650
H 1.115 -3.040 -1.749

=====

Record 10
38
Properties=species:S:1:pos:R:3 method="wB97M-V/def2-TZVPD" total_charge=-1 homo_lumo_gap_ev=7.86
C 0.810 -1.562 -0.817
F 0.808 -2.149 0.397
F 2.047 -1.516 -1.261
F 0.092 -2.292 -1.631
S 0.105 0.276 -0.717
O -0.132 0.687 -2.091
O -1.180 0.231 0.035
O 1.118 1.185 -0.126
O 0.465 -0.239 -7.475
H -0.328 -0.078 -7.986
H 0.307 0.203 -6.641
O 4.302 5.222 -1.251
H 3.618 4.734 -0.792
H 4.313 6.078 -0.824
O -2.701 0.132 4.309
H -2.044 -0.454 4.686
H -2.405 0.280 3.411
O -6.377 1.955 1.556
H -5.478 1.650 1.429
H -6.813 1.235 2.011
O 5.005 -5.902 -0.600
H 5.446 -5.801 -1.443
H 4.868 -5.006 -0.292
O -0.182 -3.493 5.966
H -0.641 -4.327 5.872
H 0.672 -3.642 5.562
O -5.017 0.970 -3.117
H -4.968 0.026 -3.271
H -4.659 1.088 -2.237
O 1.799 -7.086 2.618
H 2.438 -7.459 2.011
H 2.280 -6.399 3.080
O -0.235 6.420 -4.090
H -0.181 7.046 -3.368
H -0.329 5.568 -3.662
O 0.980 4.504 3.695
H 0.987 4.155 2.804
H 1.211 3.757 4.247

=====

Record 11
54
Properties=species:S:1:pos:R:3 method="wB97M-V/def2-TZVPD" smiles="COc1ccc(NC(=S)NC2CCN(Cc3ccccc3)CC2)cc1OC" homo_lumo_gap_ev=8.38
C -5.303 -3.243 0.577
H -4.410 -3.669 0.107
O -5.612 -1.977 0.052
C -4.700 -0.977 0.200
C -3.468 -1.099 0.816
C -2.605 -0.015 0.915
C -2.963 1.211 0.377
C -4.216 1.351 -0.228
C -5.086 0.281 -0.321
O -6.318 0.325 -0.890
C -6.770 1.546 -1.420
H -6.835 2.321 -0.650
H -7.766 1.344 -1.812
H -6.126 1.895 -2.235
H -4.489 2.317 -0.622
N -2.137 2.337 0.451
C -0.784 2.425 0.315
N -0.110 1.330 -0.063
H -0.635 0.503 -0.301
C 1.326 1.298 -0.247
C 2.048 1.033 1.079
C 1.781 -0.396 1.563
N 2.095 -1.429 0.600
C 1.469 -1.189 -0.679
C 1.699 0.217 -1.259
H 2.752 0.340 -1.514
H 1.110 0.336 -2.171
H 0.391 -1.353 -0.543
H 1.823 -1.940 -1.388
C 3.454 -1.941 0.589
C 4.540 -1.019 0.083
C 4.875 -0.991 -1.266
C 5.844 -0.124 -1.737
C 6.500 0.726 -0.863
C 6.189 0.694 0.486
C 5.218 -0.175 0.954
H 4.988 -0.202 2.010
H 6.705 1.346 1.176
H 7.256 1.404 -1.229
H 6.091 -0.113 -2.789
H 4.375 -1.660 -1.954
H 3.441 -2.848 -0.024
H 3.685 -2.235 1.618
H 0.714 -0.494 1.802
H 2.342 -0.592 2.479
H 3.116 1.188 0.926
H 1.701 1.748 1.826
H 1.623 2.287 -0.619
S -0.060 3.890 0.579
H -2.594 3.235 0.535
H -1.678 -0.131 1.453
H -3.161 -2.040 1.243
H -5.159 -3.207 1.662
H -6.163 -3.872 0.350

=====

Record 12
20
Properties=species:S:1:pos:R:3 method="wB97M-V/def2-TZVPD" smiles=CCC.NCN homo_lumo_gap_ev=9.89
C -1.470 -1.079 0.183
C -2.488 0.082 -0.121
C -1.712 1.288 -0.638
H -0.669 -0.823 0.926
H -2.125 -1.912 0.739
H -1.010 -1.673 -0.567
H -3.086 -0.390 -1.030
H -3.241 0.184 0.737
H -2.484 2.011 -1.140
H -0.895 1.142 -1.393
H -1.315 1.743 0.308
N 3.373 -0.669 -0.202
C 2.048 -0.127 0.152
N 1.886 0.773 1.217
H 3.560 -0.470 -1.190
H 3.516 -1.661 -0.144
H 1.457 -1.046 0.163
H 1.635 0.448 -0.749
H 1.912 1.740 0.911
H 1.108 0.439 1.838

=====

Repeat the seventh record exactly.
18
Properties=species:S:1:pos:R:3 method="wB97M-V/def2-TZVPD" smiles="CC[C@@H](C)NC=O" homo_lumo_gap_ev=10.59
C -0.879 2.026 -0.510
C 0.203 0.986 -0.786
C -0.055 -0.371 -0.098
C 0.073 -1.542 -1.073
N 0.821 -0.536 1.056
C 0.380 -0.991 2.257
O -0.776 -1.257 2.523
H -1.850 1.678 -0.879
H -0.979 2.217 0.564
H -0.651 2.975 -1.006
H 0.289 0.834 -1.869
H 1.175 1.375 -0.456
H -1.064 -0.386 0.328
H -0.741 -1.512 -1.806
H 1.020 -1.495 -1.626
H 0.023 -2.499 -0.545
H 1.815 -0.416 0.929
H 1.198 -1.086 2.997